Here is a 2-piece molecular cluster, C3H8NO overall at a distorted geometry from the Open Molecules 2025 dataset. Energies are from ωB97M-V/def2-TZVPD.

As for the total charge: -1. The HOMO energy comes out at -0.084 hartree. The multiplicity is 1.

Geometry as XYZ:
```
13
C3H8NO ωB97M-V/def2-TZVPD
C -2.16 1.01 0.67
O -1.47 -0.12 0.36
H -3.26 0.86 0.81
H -1.92 1.42 1.69
H -1.97 1.82 -0.06
C 1.77 0.31 -0.53
C 0.96 -1.83 -0.38
N 1.93 -1.13 -0.75
H 2.59 0.67 0.10
H 0.88 0.60 0.05
H 1.70 0.77 -1.51
H 0.85 -2.88 -0.69
H 0.11 -1.50 0.24
```

Here is an isolated ion of composition C3H8NO and charge -1 at a distorted geometry from the Open Molecules 2025 dataset. Energies are from ωB97M-V/def2-TZVPD.

The SMILES is CCNC[O-]. As for the total charge: -1. The HOMO energy comes out at -0.082 hartree. The multiplicity is 1.

Geometry as XYZ:
```
13
C3H8NO ωB97M-V/def2-TZVPD
C -0.28 0.54 -0.17
N 0.54 -0.64 -0.03
C 0.89 -0.88 1.42
O 1.29 0.17 2.13
C -1.19 0.53 -1.42
H -0.70 0.83 0.79
H 0.40 1.42 -0.25
H 1.41 -0.70 -0.51
H 1.64 -1.72 1.35
H -0.05 -1.35 1.83
H -0.50 0.66 -2.25
H -1.69 1.51 -1.44
H -1.76 -0.39 -1.45
```

Here is a 2-piece molecular cluster, C3H8NO overall from the Open Molecules 2025 dataset. Energies are from ωB97M-V/def2-TZVPD.

As for the total charge: -1. The HOMO energy comes out at -0.079 hartree. The multiplicity is 1.

Geometry as XYZ:
```
13
C3H8NO ωB97M-V/def2-TZVPD
C 0.42 -0.26 -2.67
O 1.34 0.12 -1.70
H -0.57 -0.47 -2.24
H 0.76 -1.16 -3.21
H 0.27 0.51 -3.43
C -0.66 -0.01 2.88
C -0.74 0.29 1.54
N 0.23 0.46 0.63
H 0.31 -0.27 3.29
H -1.56 -0.14 3.46
H -1.74 0.48 1.14
H 1.10 0.23 1.12
H 0.83 0.23 -0.81
```

Here is a 2-piece molecular cluster, C3H8NO overall at a distorted geometry from the Open Molecules 2025 dataset. Energies are from ωB97M-V/def2-TZVPD.

As for the total charge: +1. The HOMO energy comes out at -0.503 hartree. The multiplicity is 1.

Geometry as XYZ:
```
13
C3H8NO ωB97M-V/def2-TZVPD
C 1.65 1.06 1.33
N 1.26 -0.15 1.53
H 2.33 1.58 1.99
H 1.28 1.43 0.38
H 0.31 -0.34 1.06
H 1.61 -0.62 2.37
C -1.19 -0.57 -2.20
C -1.04 -0.77 -0.91
O -0.79 0.33 -0.03
H -1.57 -1.36 -2.84
H -1.12 0.40 -2.67
H -0.87 -1.76 -0.53
H -1.48 0.99 -0.16
```

Here is an isolated ion of composition C3H8NO and charge +1 at a distorted geometry from the Open Molecules 2025 dataset. Energies are from ωB97M-V/def2-TZVPD.

The SMILES is C[C@@H]([NH3+])C=O. As for the total charge: +1. The HOMO energy comes out at -0.565 hartree. The multiplicity is 1.

Geometry as XYZ:
```
13
C3H8NO ωB97M-V/def2-TZVPD
O -1.22 0.87 -1.00
C -0.94 0.68 0.15
C 0.42 0.11 0.52
C 0.11 -1.30 1.02
N 1.28 -0.04 -0.70
H -1.64 0.78 1.00
H 0.87 0.82 1.20
H -0.19 -2.03 0.25
H -0.74 -1.34 1.72
H 0.96 -1.79 1.50
H 2.25 0.25 -0.65
H 0.72 0.45 -1.43
H 1.23 -1.01 -1.03
```

Here is a 2-piece molecular cluster, C3H8NO overall at a distorted geometry from the Open Molecules 2025 dataset. Energies are from ωB97M-V/def2-TZVPD.

As for the total charge: +1. The HOMO energy comes out at -0.541 hartree. The multiplicity is 1.

Geometry as XYZ:
```
13
C3H8NO ωB97M-V/def2-TZVPD
C -0.44 -0.97 0.66
C 0.74 -1.40 1.09
C -1.80 0.22 -0.77
N -0.64 0.09 -0.23
H -1.39 -1.46 0.86
H 1.62 -1.12 0.59
H 0.79 -2.10 1.90
H -2.17 1.18 -1.12
H -2.58 -0.53 -0.70
H 0.16 0.76 -0.27
H 2.25 1.55 -1.41
H 1.86 2.16 0.07
O 1.61 1.63 -0.68
```

It is found that the HOMO-LUMO gap values, taken in the order of the records, are 6.782; 6.504; 6.404; 8.321; 11.614; 9.385 eV.
It is found that the energy relative to the best compared isomer or geometry (same formula, charge and spin) values, taken in the order of the records, are 31.9; 15.3; 8.6; 38.3; 5.2; 25.7 kcal per mole.
It is found that the E values, taken in the order of the records, are -249.0357; -249.0622; -249.0728; -248.7749; -248.8276; -248.7949 a.u..